[1]
Formula: C31H21ClIN6O5S6V
Source: OMol25
Level of theory: ωB97M-V with the def2-TZVPD basis set

Its total charge is 0. For the total energy, the calculation gives -162989.18910 eV. As for the HOMO-LUMO gap (alpha / beta): 5.70 / 5.70 eV. The maximum force is 0.00804 Eh/bohr. The LUMO energy (alpha / beta) comes out at -0.10255 / -0.10253 hartree. The relative energy (zero: lowest compared OMol25 entry of this formula, charge and spin) comes out at 0.0 kcal per mole.

Positions of all 72 atoms, in Å:
V (-0.52169, -0.32795, 2.09335)
S (1.30194, -1.59873, 2.76888)
C (2.16143, -1.02391, 1.37597)
S (1.22048, 0.23144, 0.64671)
C (3.34180, -1.50010, 0.90306)
C (3.89084, -0.94903, -0.29561)
N (4.32440, -0.48156, -1.25346)
C (4.02297, -2.57106, 1.55750)
N (4.56522, -3.42745, 2.10031)
Cl (-0.63503, 3.22442, 8.11022)
C (-0.89874, 2.14841, 6.78419)
C (-1.92688, 1.25118, 6.84131)
C (-2.17151, 0.35597, 5.77454)
I (-3.73053, -1.00200, 5.86468)
C (-1.36135, 0.39941, 4.67537)
O (-1.47711, -0.38012, 3.59007)
C (-0.30097, 1.32612, 4.60911)
N (0.42077, 1.26752, 3.46356)
C (1.43348, 2.09469, 3.33362)
C (1.77523, 3.03289, 4.32502)
C (1.04674, 3.10198, 5.47946)
C (-0.03905, 2.21864, 5.65435)
H (-2.56366, 1.22436, 7.71389)
H (2.00157, 2.02873, 2.41540)
H (2.61431, 3.69129, 4.15248)
H (1.29096, 3.81528, 6.25441)
C (2.16823, -3.59947, -2.78519)
C (0.78669, -3.00988, -2.85749)
C (-0.28400, -3.73496, -3.37892)
C (-1.55164, -3.18153, -3.44654)
C (-1.75772, -1.89206, -2.97239)
C (-0.70818, -1.14705, -2.45249)
C (0.55741, -1.71183, -2.41081)
S (-3.38935, -1.21456, -3.01148)
O (-3.26735, 0.18068, -2.71830)
O (-4.05576, -1.69467, -4.18501)
N (-4.19895, -1.90684, -1.76356)
C (-3.72192, -1.75807, -0.39965)
C (-2.91633, -2.96847, 0.09182)
C (-2.18201, -2.66017, 1.36357)
O (-2.25774, -3.22105, 2.41145)
O (-1.34923, -1.58113, 1.18567)
H (2.18938, -4.61319, -3.18202)
H (2.52208, -3.63259, -1.75251)
H (2.87751, -2.99228, -3.34932)
H (-0.11874, -4.74025, -3.74686)
H (-2.37651, -3.73444, -3.87807)
H (-0.87907, -0.13503, -2.10510)
H (1.38788, -1.12823, -2.03389)
H (-4.64539, -2.77417, -2.02341)
H (-4.57628, -1.58701, 0.25816)
H (-3.10924, -0.85589, -0.36885)
H (-2.16602, -3.22692, -0.65873)
H (-3.55365, -3.83371, 0.27056)
S (1.81579, 5.50101, -1.22680)
C (0.87199, 4.23178, -0.80870)
S (0.01076, 4.05616, 0.70565)
C (-0.60719, 2.51670, 0.17607)
N (-0.22230, 2.17183, -1.00079)
N (0.57207, 3.12547, -1.55155)
C (1.16523, 2.82930, -2.82655)
C (2.14289, 1.85314, -2.88290)
C (2.70139, 1.53017, -4.10988)
C (2.28286, 2.19406, -5.25467)
C (1.30718, 3.17922, -5.17835)
C (0.73816, 3.50235, -3.95627)
S (-1.59924, 1.49365, 1.17461)
H (2.46716, 1.35242, -1.98033)
H (3.46391, 0.76425, -4.15929)
H (2.71904, 1.94321, -6.21268)
H (0.98443, 3.69429, -6.07309)
H (-0.02385, 4.26537, -3.87350)

Atomic partial charges in e from the Löwdin method, atoms 1 to 6: 0.4312 0.7966 -0.9811 0.7518 -0.3400 -0.2216

***

[2]
Formula: C3H5NO2
Source: OMol25
Level of theory: ωB97M-V with the def2-TZVPD basis set

Its total charge is 0. For the total energy, the calculation gives -8773.90641 eV. As for the structure (SMILES): C/N=C\OC=O. As for the HOMO-LUMO gap: 10.82 eV. The maximum force is 0.07728 Eh/bohr. The LUMO energy comes out at 0.03577 hartree. The relative energy (zero: lowest compared OMol25 entry of this formula, charge and spin) comes out at 87.4 kcal per mole.

Positions of all 11 atoms, in Å:
C (-1.66840, 0.12407, -1.10362)
N (-1.21218, 0.67414, 0.15686)
C (-0.11748, 0.34302, 0.66174)
O (0.76098, -0.62782, 0.08485)
C (2.02045, -0.61712, 0.61619)
O (2.34047, 0.24261, 1.43752)
H (-1.84060, 0.95196, -1.79881)
H (-2.63465, -0.36321, -0.93897)
H (-0.97621, -0.59212, -1.55719)
H (0.23763, 0.76285, 1.59692)
H (3.08998, -0.89839, 0.84452)

Atomic partial charges in e from the Löwdin method, atoms 1 to 6: -0.1175 0.0197 -0.1757 0.0095 -0.2714 0.0022